{"formula": "C6H11F2N3", "method": "wB97M-V/def2-TZVPD", "elements": ["H", "N", "N", "C", "C", "N", "C", "C", "C", "C", "F", "F", "H", "H", "H", "H", "H", "H", "H", "H", "H", "H"], "coordinates": [[1.763, -3.023, -1.044], [1.157, -2.579, -0.290], [0.467, -1.691, -0.862], [-0.557, -1.126, -0.123], [-1.503, -1.966, 0.343], [-0.699, 0.278, -0.180], [0.543, 1.074, 0.073], [1.554, 1.150, -1.119], [1.052, 0.711, 1.485], [-1.945, 0.875, -0.259], [-2.786, 0.184, -1.025], [-2.524, 0.953, 1.025], [-2.392, -1.418, 0.725], [-1.309, -3.095, 0.401], [0.091, 2.126, 0.112], [2.196, 0.257, -1.193], [1.093, 1.467, -2.164], [2.161, 2.015, -0.862], [1.494, -0.270, 1.651], [0.214, 0.943, 2.189], [1.893, 1.268, 1.865], [-1.965, 1.866, -0.746]], "mulliken_charge": [0.2536, -0.6446, 0.1636, 0.4940, -0.9248, 0.3998, 0.0892, -1.2423, -1.2572, 0.0628, -0.2541, -0.3078, 0.2525, 0.2934, 0.2323, 0.3215, 0.2398, 0.4427, 0.2904, 0.3231, 0.4451, 0.3272], "homo_ev": -8.7, "orbital_gap_ev": 8.92, "de_lowest_kj_mol": 15.58, "smiles": "[H]/N=N/C(=C)N(C(C)C)C(F)F", "energy_ev": -16302.7967, "e_lumo_ev": 0.265}